Model 1:
An isolated molecule of C22H31N3OS. Source: the Open Molecules 2025 dataset; level of theory: ωB97M-V with the def2-TZVPD basis set.

Its charge is 0. The gap between HOMO and LUMO comes out at 8.54 eV. As for the HOMO energy: -7.8 eV. As for the structure (SMILES): Cc1ccc(NC(=S)N(CCCN2CCC(C)CC2)Cc2ccco2)cc1.

Last column: natural (NBO) charge in e.
Atoms and positions in Å:
C (2.62655, 2.09147, 5.18189)  -0.627
C (1.84139, 1.72578, 3.95940)  -0.028
C (0.64805, 1.02073, 4.05942)  -0.198
C (-0.05412, 0.65502, 2.92988)  -0.265
C (0.41294, 0.98086, 1.65317)  0.223
N (-0.37117, 0.54536, 0.58659)  -0.611
C (-0.19752, 0.57395, -0.75637)  0.335
S (1.12143, 1.24198, -1.50874)  -0.262
N (-1.19329, -0.00645, -1.48370)  -0.441
C (-2.44098, -0.48248, -0.91675)  -0.238
C (-2.37203, -1.85094, -0.19556)  -0.419
C (-1.17960, -2.71921, -0.62009)  -0.211
N (0.01212, -2.36316, 0.13195)  -0.472
C (0.12453, -3.12566, 1.36257)  -0.214
C (1.24714, -2.57883, 2.23696)  -0.404
C (2.58107, -2.60506, 1.49361)  -0.218
C (3.67790, -1.95016, 2.32613)  -0.599
C (2.40483, -1.88567, 0.15869)  -0.402
C (1.24186, -2.47310, -0.63284)  -0.216
C (-1.14748, 0.03087, -2.93402)  -0.294
C (-2.17407, 0.95608, -3.49998)  0.329
C (-3.16022, 0.75620, -4.42272)  -0.338
C (-3.82503, 1.99884, -4.56622)  -0.318
C (-3.19871, 2.85412, -3.71515)  0.089
O (-2.20176, 2.23284, -3.06693)  -0.407
C (1.59612, 1.70572, 1.55052)  -0.258
C (2.29246, 2.06204, 2.69048)  -0.200
H (3.16711, 3.02294, 5.03019)  0.216
H (3.35646, 1.31170, 5.40400)  0.219
H (1.97404, 2.19776, 6.04560)  0.213
H (0.26491, 0.75082, 5.03332)  0.209
H (-0.98146, 0.10593, 3.03410)  0.203
H (-1.12554, -0.04827, 0.89849)  0.403
H (-2.86320, 0.27443, -0.24368)  0.206
H (-3.13181, -0.57173, -1.75787)  0.226
H (-2.32577, -1.71910, 0.88727)  0.194
H (-3.29875, -2.38598, -0.40892)  0.217
H (-0.98841, -2.57635, -1.68451)  0.199
H (-1.43917, -3.78100, -0.47507)  0.180
H (-0.82433, -3.06344, 1.90341)  0.192
H (0.31520, -4.19467, 1.14529)  0.160
H (1.01893, -1.54895, 2.51352)  0.212
H (1.31049, -3.17225, 3.15167)  0.205
H (2.85593, -3.64916, 1.29832)  0.188
H (4.62621, -1.97362, 1.79441)  0.206
H (3.80088, -2.46836, 3.27492)  0.203
H (3.42312, -0.91192, 2.52992)  0.209
H (2.20965, -0.82905, 0.34203)  0.218
H (3.31576, -1.96141, -0.43720)  0.209
H (1.12338, -1.91239, -1.56290)  0.210
H (1.46197, -3.52648, -0.88952)  0.158
H (-0.14340, 0.37320, -3.21137)  0.277
H (-1.31212, -0.97073, -3.34248)  0.207
H (-3.37892, -0.15515, -4.94117)  0.226
H (-4.65131, 2.21688, -5.21088)  0.228
H (-3.36199, 3.88854, -3.48738)  0.204
H (1.97830, 1.98775, 0.58528)  0.258
H (3.21341, 2.61696, 2.58434)  0.210

---

Model 2:
An isolated molecule of C22H31N3OS. Source: the Open Molecules 2025 dataset; level of theory: ωB97M-V with the def2-TZVPD basis set.

Its charge is 0. The gap between HOMO and LUMO comes out at 8.05 eV. As for the HOMO energy: -7.6 eV. As for the structure (SMILES): CCN(CC)CCn1c(-c2ccc(C)cc2)nc(=S)c2c1CC(C)(C)OC2.

Last column: natural (NBO) charge in e.
Atoms and positions in Å:
C (2.81415, 4.67571, 0.86252)  -0.618
C (1.76833, 3.84130, 0.13312)  -0.207
N (2.18934, 2.46369, -0.06115)  -0.464
C (3.38682, 2.27103, -0.85781)  -0.209
C (3.28698, 2.68997, -2.32852)  -0.638
C (1.09276, 1.58796, -0.41706)  -0.229
C (0.52577, 0.93575, 0.85985)  -0.220
N (-0.42112, -0.11217, 0.54529)  -0.373
C (0.02429, -1.36714, 0.20796)  0.458
C (1.47550, -1.65202, 0.26738)  -0.117
C (2.18897, -1.81734, -0.91300)  -0.121
C (3.54390, -2.08915, -0.87512)  -0.232
C (4.21213, -2.21809, 0.33597)  -0.002
C (5.67542, -2.53207, 0.37696)  -0.629
C (3.48480, -2.08160, 1.51282)  -0.211
C (2.13210, -1.80160, 1.48412)  -0.182
N (-0.73896, -2.32306, -0.17725)  -0.474
C (-2.08878, -2.15962, -0.25614)  0.067
S (-3.04239, -3.39901, -0.78012)  -0.158
C (-2.62423, -0.87366, 0.10758)  -0.155
C (-1.78119, 0.13199, 0.45636)  0.254
C (-2.31537, 1.50051, 0.75695)  -0.478
C (-3.72830, 1.67604, 0.15827)  0.277
C (-4.40147, 2.90698, 0.76713)  -0.610
C (-3.63259, 1.83263, -1.36539)  -0.652
O (-4.53873, 0.57658, 0.53377)  -0.529
C (-4.10505, -0.66511, 0.03793)  -0.092
H (2.37137, 5.61624, 1.18062)  0.215
H (3.16761, 4.13978, 1.73916)  0.214
H (3.66233, 4.90123, 0.22243)  0.204
H (0.86585, 3.80939, 0.75012)  0.187
H (1.50026, 4.33259, -0.81828)  0.164
H (3.63729, 1.20741, -0.79876)  0.200
H (4.19644, 2.82292, -0.37779)  0.197
H (2.47058, 2.16973, -2.82482)  0.203
H (4.21301, 2.44455, -2.84123)  0.217
H (3.12117, 3.76072, -2.41774)  0.203
H (1.46010, 0.78602, -1.06084)  0.212
H (0.29363, 2.11339, -0.96196)  0.179
H (1.36629, 0.50727, 1.40685)  0.237
H (0.05401, 1.67879, 1.50129)  0.212
H (1.67553, -1.73588, -1.85953)  0.216
H (4.08934, -2.20725, -1.80030)  0.213
H (6.17066, -2.20255, -0.53314)  0.217
H (5.81919, -3.60894, 0.46880)  0.226
H (6.15068, -2.05703, 1.23224)  0.218
H (3.98454, -2.19838, 2.46354)  0.213
H (1.57847, -1.71455, 2.40839)  0.218
H (-1.66740, 2.27507, 0.34588)  0.220
H (-2.37505, 1.63435, 1.84190)  0.234
H (-4.56227, 2.74746, 1.82970)  0.219
H (-3.78652, 3.79122, 0.62325)  0.205
H (-5.36793, 3.06285, 0.29726)  0.222
H (-3.18690, 2.79341, -1.61090)  0.213
H (-4.62884, 1.79037, -1.79842)  0.226
H (-3.02665, 1.04474, -1.80698)  0.216
H (-4.60408, -1.42725, 0.64457)  0.228
H (-4.43401, -0.81890, -1.00208)  0.196

---

From most stable to least stable, the computed energies give model 2, model 1.